Entry 1:
The following is a DFT calculation (ωB97M-V/def2-TZVPD) of the molecule C5H8FN in a non-equilibrium geometry.

Summary:
Gap between HOMO and LUMO, hartree: 0.3795
Structure (SMILES): C[C@]1(F)C=NCC1
Total charge: 0
E_tot, eV: -9520.479
LUMO energy, hartree: 0.03548
ΔE to the lowest compared entry with this formula, charge and spin, eV: 1.310

The geometry in XYZ format:
```
15
Properties=species:S:1:pos:R:3:forces:R:3:nbo_charge:R:1
C -1.51546 -0.33332 -0.84962 -2.060 0.400 0.643 -0.68
C -0.65065 0.48822 0.04169 3.728 0.375 -0.463 0.34
F -1.37084 1.43242 0.78586 0.062 -0.217 -1.004 -0.37
C 0.69670 1.10462 -0.86290 -2.847 0.404 0.403 0.08
N 1.76367 0.53922 -0.55602 1.167 0.307 0.262 -0.40
C 1.63693 -0.46432 0.52374 -1.495 2.731 1.316 -0.24
C 0.18652 -0.32729 1.06072 1.349 2.736 -2.914 -0.46
H -0.96234 -0.99127 -1.51837 0.077 0.844 -0.729 0.24
H -2.38025 0.32676 -1.20988 1.439 -1.190 -0.318 0.24
H -1.96617 -1.09821 -0.22511 -0.607 0.015 0.385 0.21
H 0.61017 1.86409 -1.73563 0.096 -1.325 1.591 0.20
H 2.34228 -0.29463 1.41126 -0.472 -0.672 -1.892 0.22
H 1.61835 -1.34218 -0.01415 1.177 -2.470 -0.560 0.20
H -0.24235 -1.20733 1.28053 -1.510 -3.180 0.933 0.20
H 0.23344 0.30321 1.86787 -0.103 1.242 2.349 0.22
```
Forces are in eV/Å.

Entry 2:
The following is a DFT calculation (ωB97M-V/def2-TZVPD) of the molecule C5H9N3 in a non-equilibrium geometry.

Summary:
Gap between HOMO and LUMO, hartree: 0.3310
Structure (SMILES): C=C1CNC(CN)=N1
Total charge: 0
E_tot, eV: -9795.929
LUMO energy, hartree: 0.02044
ΔE to the lowest compared entry with this formula, charge and spin, eV: 5.538

The geometry in XYZ format:
```
17
Properties=species:S:1:pos:R:3:forces:R:3:nbo_charge:R:1
C 0.82152 1.84716 1.85103 -1.055 -3.390 3.094 -0.42
C 0.77446 0.76654 1.02121 0.383 2.781 2.635 0.12
C 0.74197 -0.64563 1.49578 -1.299 -0.037 2.568 -0.31
N -0.17435 -1.24382 0.48853 5.517 -3.506 0.862 -0.60
C -0.08966 -0.34072 -0.54261 -2.469 -1.034 -0.991 0.44
C -0.77756 -0.89734 -1.80608 2.358 2.164 -2.569 -0.30
N -0.96730 0.37750 -2.58836 -1.757 2.461 1.645 -0.86
N 0.25226 0.88097 -0.24209 0.438 -2.163 -2.338 -0.49
H 0.56157 2.80626 1.51740 -0.061 1.163 -0.414 0.21
H 0.59986 1.57980 3.05671 1.405 1.049 -3.417 0.19
H 1.63607 -1.37143 1.63005 -0.989 2.031 0.233 0.21
H 0.11462 -0.50795 2.41317 1.229 -0.901 -0.068 0.23
H 0.68061 -1.98322 0.35007 -3.968 0.758 -1.212 0.39
H -1.71318 -1.42212 -1.83438 -0.581 -0.040 1.432 0.23
H -0.15719 -1.70522 -2.43327 -0.378 1.962 1.471 0.20
H -2.11868 0.69109 -2.30706 4.801 -0.627 -0.942 0.35
H -0.18502 1.16811 -2.07010 -3.574 -2.671 -1.990 0.41
```
Forces are in eV/Å.

Entry 3:
The following is a DFT calculation (ωB97M-V/def2-TZVPD) of a structure of composition C40H36CdN5P2SSe in a non-equilibrium geometry.

Summary:
Gap between HOMO and LUMO (alpha / beta), hartree: 0.1893 / 0.1917
Total charge: +1
E_tot, eV: -148816.774
LUMO energy (alpha / beta), hartree: -0.13863 / -0.13683

The geometry in XYZ format:
```
86
Properties=species:S:1:pos:R:3:forces:R:3:lowdin_charge:R:1
Cd -0.57075 1.06888 -1.43285 1.143 1.542 -3.922 1.11
C 4.07745 -3.99112 1.14145 -0.119 -0.070 0.007 -0.41
S 4.34215 -2.46452 2.07425 -0.142 0.043 0.043 0.80
C 2.63675 -2.17072 2.65135 0.022 -0.038 -0.204 -0.49
C 1.69375 -1.60162 1.58755 -0.142 0.253 0.136 -0.26
C 2.06255 -0.16702 1.17665 0.118 -0.648 0.072 -0.29
N 1.10615 0.51498 0.26425 0.437 0.269 0.694 -0.45
P -0.50755 1.06888 0.95105 2.531 -0.195 1.084 0.97
C -0.12285 1.31148 2.71205 -0.015 -0.070 0.840 -0.38
C 0.46475 2.53348 3.08915 -0.013 -0.013 0.032 -0.10
C 0.78855 2.80358 4.42185 -0.066 -0.196 -0.354 -0.07
C 0.52515 1.85708 5.40675 -0.025 -0.048 -0.076 -0.07
C -0.06195 0.64458 5.05865 -0.042 0.070 -0.332 -0.06
C -0.38495 0.37658 3.72415 0.104 -0.012 0.223 -0.09
C -1.56115 -0.40642 0.81205 -1.879 0.837 4.136 -0.35
C -1.27205 -1.48752 -0.03125 3.446 -0.931 4.243 -0.19
C -2.13535 -2.58312 -0.13835 2.665 -3.226 4.733 -0.20
C -3.32495 -2.60722 0.58225 -2.482 0.473 4.340 -0.03
C -3.65495 -1.53182 1.39925 -0.409 -2.127 -0.437 -0.02
C -2.78725 -0.43962 1.50345 2.463 1.009 -0.687 -0.04
P 1.77525 1.06888 -1.36965 1.031 -0.442 2.231 0.94
C 3.45335 1.64948 -0.98245 0.789 0.107 0.034 -0.38
C 4.53125 1.40288 -1.84935 0.079 -0.077 -0.029 -0.09
C 5.81485 1.87978 -1.56635 -0.371 0.058 0.071 -0.07
C 6.03955 2.63938 -0.42275 -0.044 -0.065 -0.058 -0.07
C 4.97895 2.93508 0.42805 -0.373 -0.183 -0.222 -0.07
C 3.69685 2.45578 0.14215 0.101 0.037 0.052 -0.10
C 1.91175 -0.54992 -2.18925 0.288 -0.475 -0.596 -0.39
C 0.94515 -0.86112 -3.16375 0.405 -0.884 -0.357 -0.19
C 0.96665 -2.08092 -3.84505 0.318 -0.029 0.383 -0.08
C 1.95995 -3.01362 -3.56675 -0.114 0.001 -0.052 -0.08
C 2.92835 -2.72522 -2.60925 -0.069 0.360 0.266 -0.07
C 2.90275 -1.50452 -1.92585 0.241 -0.351 -0.011 -0.10
H 5.02955 -4.31702 0.71425 -0.091 0.166 0.128 0.04
H 3.37065 -3.83302 0.32495 0.030 -0.034 0.016 0.01
H 3.70705 -4.77972 1.80135 0.040 0.076 -0.074 0.04
H 2.69095 -1.48062 3.50055 0.139 -0.058 -0.117 0.08
H 2.23585 -3.11332 3.03925 0.102 0.084 -0.052 0.08
H 0.69275 -1.62712 2.02185 -0.196 0.078 -0.014 0.08
H 1.66475 -2.25502 0.70955 0.076 0.070 -0.043 0.09
H 3.05265 -0.23332 0.71985 -0.165 0.178 -0.271 0.07
H 2.23885 0.44718 2.06675 -0.258 -0.050 0.071 0.11
H 0.68135 3.29248 2.33885 -0.104 -0.132 0.034 0.10
H 1.24505 3.75348 4.68695 -0.085 -0.148 -0.084 0.11
H 0.77565 2.06448 6.44365 -0.048 -0.030 -0.164 0.11
H -0.27125 -0.09762 5.82495 0.024 0.105 -0.158 0.11
H -0.83625 -0.58512 3.49565 0.018 0.155 -0.099 0.10
H -0.36205 -1.50042 -0.62295 1.414 0.421 2.390 0.13
H -1.87555 -3.41042 -0.79355 1.624 -1.235 2.771 0.19
H -3.99805 -3.45572 0.49575 0.299 0.068 0.232 0.16
H -4.59135 -1.53382 1.95105 0.154 -0.036 -0.213 0.13
H -3.08415 0.39548 2.13625 0.184 -0.087 -0.064 0.13
H 4.38725 0.83528 -2.76665 -0.057 -0.001 0.202 0.11
H 6.63505 1.66098 -2.24495 -0.174 0.023 0.087 0.11
H 7.03675 3.00998 -0.20145 -0.156 -0.068 -0.025 0.11
H 5.14475 3.54168 1.31425 -0.070 -0.097 -0.139 0.11
H 2.88405 2.71618 0.81665 0.036 -0.137 -0.068 0.09
H 0.15335 -0.15082 -3.39855 0.424 -0.205 -0.097 -0.07
H 0.20705 -2.29702 -4.59185 0.107 0.090 0.072 0.11
H 1.98075 -3.96202 -4.09675 0.042 0.109 0.073 0.11
H 3.70885 -3.44932 -2.39105 -0.095 0.134 -0.009 0.11
H 3.67455 -1.31532 -1.18385 -0.044 0.065 -0.077 0.10
Se -8.14295 1.06918 -1.43285 2.890 0.026 -0.016 1.14
N -6.85105 -0.17582 -1.43285 0.505 -0.949 0.039 -0.25
C -5.62685 0.38068 -1.43285 -3.055 -1.685 0.041 -0.34
C -4.42815 -0.34702 -1.43285 0.921 -0.745 0.091 -0.09
C -4.41625 -1.75112 -1.43285 -0.288 0.142 -1.401 0.02
C -3.20275 -2.43782 -1.43285 -5.848 -0.788 -3.999 -0.11
C -2.00775 -1.72002 -1.43285 0.989 1.747 -3.600 -0.29
N -2.02735 -0.36162 -1.43285 -3.015 2.891 -3.300 -0.06
C -3.19315 0.35528 -1.43285 -0.260 -2.008 -0.637 -0.16
C -3.19315 1.78258 -1.43285 -0.277 2.197 0.045 -0.16
N -2.02735 2.49938 -1.43285 -2.174 2.447 0.304 -0.09
C -2.00755 3.85778 -1.43285 -1.298 -1.503 -0.021 -0.09
C -3.20255 4.57568 -1.43285 -0.172 -0.303 -0.031 -0.03
C -4.41605 3.88908 -1.43285 0.799 -0.070 0.000 0.03
C -4.42805 2.48498 -1.43285 1.524 1.599 -0.015 -0.09
C -5.62675 1.75738 -1.43285 -3.825 1.494 -0.028 -0.34
N -6.85095 2.31408 -1.43285 0.790 0.830 0.018 -0.24
H -5.33955 -2.31722 -1.43285 0.037 0.175 0.029 0.14
H -3.18845 -3.52012 -1.43285 -0.998 0.201 -1.764 0.17
H -1.06115 -2.24362 -1.43285 0.037 -0.407 -5.534 0.16
H -1.06085 4.38128 -1.43285 0.172 -0.342 0.000 0.11
H -3.18805 5.65798 -1.43285 0.035 -0.060 -0.004 0.11
H -5.33935 4.45538 -1.43285 -0.067 -0.264 -0.002 0.12
H -0.57075 1.06888 -3.18905 -0.465 0.893 -0.803 -0.09
```
Forces are in eV/Å.